A molecular structure, C3HDyO3. Source: the Open Molecules 2025 dataset; level of theory: ωB97M-V/def2-TZVPD.

The calculated total energy comes out at -33339.114 eV. For the maximum force, the calculation gives 0.1108 Eh/bohr.

```
! wB97M-V def2-TZVPD RIJCOSX def2/J DEFGRID3
* xyz 1 7
O -1.09 -1.34 -0.35
C -2.47 -1.33 -0.10
H -3.05 -2.06 -0.66
C -2.98 -0.19 0.37
O -2.33 0.89 0.50
C -0.56 -0.16 0.00
O 0.42 -0.25 0.76
Dy 2.44 1.18 1.21
*
```